(1)
Here is an isolated ion of composition C6H12O and charge -1 at a distorted geometry from OMol25. Energies are from wB97M-V/def2-TZVPD.

Computed properties:
Multiplicity: 2
Charge: -1
Frontier orbital gap (alpha / beta) in eV: 4.135 / 5.707
Largest force on an atom in eV Å⁻¹: 2.14
ΔE to the lowest compared entry with this formula, charge and spin in kcal/mol: 47.0
Molecular weight in g/mol: 100.2
HOMO energy (alpha / beta) in eV: -0.04 / -1.67

Last column: Mulliken charge in e.
Geometry (Å):
C: -2.043 0.707 1.255  -1.3273
C: -0.594 0.325 1.471  -0.1332
C: -0.147 -0.863 0.666  -0.6704
C: 1.892 0.091 -1.544  -0.5285
O: 1.341 1.452 -1.580  -0.5697
C: 0.797 -0.929 -1.698  -0.3242
C: -0.277 -0.992 -0.814  -0.7290
H: -2.453 1.374 2.028  0.4121
H: -2.156 1.283 0.336  0.2923
H: -2.635 -0.201 1.225  0.3163
H: -0.378 0.116 2.535  0.3208
H: 0.116 1.170 1.370  0.1722
H: 0.930 -0.997 0.868  0.2459
H: -0.550 -1.771 1.188  0.2858
H: 2.430 0.043 -0.576  0.1973
H: 2.623 -0.031 -2.351  0.2465
H: 1.350 1.772 -0.662  0.3132
H: 1.017 -1.734 -2.427  0.2970
H: -1.263 -0.814 -1.290  0.1829



(2)
Here is C6H12O as an isolated structure at a distorted geometry from OMol25. Energies are from wB97M-V/def2-TZVPD.

Computed properties:
Charge: 0
Frontier orbital gap in eV: 10.225
Largest force on an atom in eV Å⁻¹: 2.78
ΔE to the lowest compared entry with this formula, charge and spin in kcal/mol: 74.5
Molecular weight in g/mol: 100.2
HOMO energy in eV: -9.22

Last column: Mulliken charge in e.
Geometry (Å):
C: 0.172 -1.516 -0.421  -0.5094
C: -0.973 -1.421 -1.424  -0.9526
O: -1.520 0.634 -0.431  -0.5544
C: -1.055 0.545 0.684  -0.0777
C: 0.761 -0.357 0.932  -1.1554
C: 0.240 1.124 1.100  0.4711
C: 0.841 2.114 0.114  -1.3777
H: 0.031 -2.464 0.113  0.2537
H: 1.078 -1.552 -1.038  0.3068
H: -0.590 -2.376 -1.838  0.3689
H: -2.005 -1.584 -1.092  0.3051
H: -0.925 -0.667 -2.220  0.2706
H: -1.512 -0.089 1.475  0.4133
H: 1.763 -0.332 0.545  0.4822
H: 0.717 -0.847 1.917  0.3947
H: 0.212 1.536 2.131  0.3758
H: 0.201 2.993 -0.024  0.3317
H: 1.836 2.459 0.423  0.3665
H: 0.930 1.622 -0.856  0.2868



(3)
Here is one molecule with the formula C6H12O from OMol25. Energies are from wB97M-V/def2-TZVPD.

Computed properties:
Charge: 0
Frontier orbital gap in eV: 10.561
Largest force on an atom in eV Å⁻¹: 0.63
ΔE to the lowest compared entry with this formula, charge and spin in kcal/mol: 27.1
Molecular weight in g/mol: 100.2
HOMO energy in eV: -9.63

Last column: Mulliken charge in e.
Geometry (Å):
C: 0.224 0.788 1.308  -0.3157
C: -0.102 2.075 0.503  -1.2679
O: 0.070 0.774 -1.981  -0.4873
C: 0.765 -0.018 -1.394  -0.2740
C: 0.504 -0.709 0.829  -0.9289
C: 0.257 -1.197 -0.631  0.6643
C: -1.181 -1.583 -0.956  -1.4603
H: 1.097 1.068 1.911  0.2566
H: -0.608 0.717 2.014  0.2647
H: -0.242 2.830 1.287  0.3896
H: 0.685 2.454 -0.157  0.3556
H: -1.028 2.040 -0.079  0.2964
H: 1.856 0.157 -1.243  0.4090
H: -0.108 -1.339 1.480  0.3611
H: 1.546 -0.958 1.067  0.3989
H: 0.921 -2.054 -0.841  0.2920
H: -1.343 -1.652 -2.037  0.3521
H: -1.437 -2.557 -0.518  0.3978
H: -1.876 -0.838 -0.562  0.2960



(4)
Here is C6H12O as an isolated structure from OMol25. Energies are from wB97M-V/def2-TZVPD.

Computed properties:
Charge: 0
Frontier orbital gap in eV: 10.665
Largest force on an atom in eV Å⁻¹: 0.71
ΔE to the lowest compared entry with this formula, charge and spin in kcal/mol: 36.2
Molecular weight in g/mol: 100.2
HOMO energy in eV: -9.55

Last column: Mulliken charge in e.
Geometry (Å):
C: -1.147 -1.916 -1.783  -1.2505
C: -0.838 -0.560 -1.134  -0.2704
C: -0.065 -0.658 0.198  -0.7796
C: 0.148 0.722 0.849  0.0399
C: 1.188 1.679 0.221  -0.4784
O: 1.940 1.753 1.441  -0.4215
C: 0.914 1.054 2.152  -0.4370
H: -0.233 -2.478 -2.008  0.3199
H: -1.767 -2.542 -1.132  0.3172
H: -1.692 -1.795 -2.729  0.3526
H: -1.782 -0.027 -0.959  0.3088
H: -0.269 0.049 -1.850  0.2847
H: 0.882 -1.180 -0.002  0.3145
H: -0.630 -1.316 0.872  0.3516
H: -0.814 1.214 0.998  0.3176
H: 0.773 2.653 -0.074  0.2289
H: 1.806 1.309 -0.609  0.3033
H: 1.298 0.281 2.824  0.2834
H: 0.287 1.756 2.724  0.2150



(5)
Here is one molecule with the formula C6H12O from OMol25. Energies are from wB97M-V/def2-TZVPD.

Computed properties:
Charge: 0
Frontier orbital gap in eV: 10.560
Largest force on an atom in eV Å⁻¹: 0.31
ΔE to the lowest compared entry with this formula, charge and spin in kcal/mol: 8.7
Molecular weight in g/mol: 100.2
HOMO energy in eV: -9.47

Last column: Mulliken charge in e.
Geometry (Å):
C: 1.761 -0.201 -0.887  -1.6285
C: 0.692 -0.501 0.154  0.4600
C: 0.451 0.602 1.187  -0.8107
C: -0.909 0.204 1.768  -0.4828
O: -1.552 -0.620 0.798  -0.4577
C: -0.737 -0.725 -0.366  0.2688
C: -1.213 0.273 -1.419  -1.3865
H: 2.739 -0.078 -0.409  0.4140
H: 1.850 -1.019 -1.612  0.3624
H: 1.541 0.720 -1.439  0.3633
H: 0.972 -1.416 0.695  0.3152
H: 0.402 1.579 0.690  0.2776
H: 1.235 0.656 1.949  0.4030
H: -1.542 1.071 1.994  0.2717
H: -0.795 -0.377 2.693  0.2928
H: -0.859 -1.747 -0.751  0.3452
H: -1.215 1.292 -1.015  0.2802
H: -0.584 0.256 -2.315  0.3455
H: -2.238 0.030 -1.714  0.3665



(6)
Here is one molecule with the formula C6H12O at a distorted geometry from OMol25. Energies are from wB97M-V/def2-TZVPD.

Computed properties:
Charge: 0
Frontier orbital gap in eV: 8.737
Largest force on an atom in eV Å⁻¹: 4.38
ΔE to the lowest compared entry with this formula, charge and spin in kcal/mol: 85.7
Molecular weight in g/mol: 100.2
HOMO energy in eV: -7.88

Last column: Mulliken charge in e.
Geometry (Å):
C: -2.297 1.145 -0.539  -1.4491
C: -1.569 -0.023 0.114  -0.1374
C: -0.617 -0.864 -0.894  -0.6283
C: 2.293 -0.281 1.136  -0.4261
O: 2.025 1.135 0.852  -0.5200
C: 1.598 -1.142 0.120  -0.4811
C: 0.810 -0.502 -0.786  -0.2705
H: -1.525 1.742 -0.946  0.3745
H: -2.898 0.916 -1.353  0.4076
H: -2.891 1.827 0.059  0.3567
H: -2.195 -0.794 0.565  0.3451
H: -0.994 0.424 0.976  0.1675
H: -0.989 -1.980 -0.919  0.3714
H: -1.012 -0.427 -1.900  0.2456
H: 2.028 -0.601 2.151  0.2850
H: 3.392 -0.408 1.183  0.3549
H: 2.163 1.739 1.556  0.2789
H: 1.621 -2.196 0.142  0.4277
H: 1.056 0.289 -1.516  0.2975



(7)
Here is C6H12O as an isolated structure from OMol25. Energies are from wB97M-V/def2-TZVPD.

Computed properties:
Charge: 0
Frontier orbital gap in eV: 9.349
Largest force on an atom in eV Å⁻¹: 0.25
ΔE to the lowest compared entry with this formula, charge and spin in kcal/mol: 120.8
Molecular weight in g/mol: 100.2
HOMO energy in eV: -8.79

Last column: Mulliken charge in e.
Geometry (Å):
C: 1.614 1.091 0.298  -1.4729
C: 0.796 -0.201 0.227  0.7063
C: 1.536 -1.315 -0.516  -1.4719
C: -0.549 0.081 -0.422  -0.5196
C: -1.774 -0.822 -0.177  -0.8592
C: -1.660 0.516 0.464  0.6921
O: -1.717 0.940 1.697  -0.7343
H: 1.074 1.854 0.868  0.3267
H: 2.582 0.922 0.784  0.4019
H: 1.812 1.486 -0.707  0.3392
H: 0.604 -0.534 1.256  0.2220
H: 2.490 -1.548 -0.028  0.3932
H: 1.755 -1.020 -1.551  0.3243
H: 0.942 -2.236 -0.550  0.3646
H: -0.495 0.500 -1.427  0.4588
H: -2.449 -0.987 -1.012  0.2833
H: -1.674 -1.666 0.505  0.2803
H: -2.468 1.394 -0.327  0.0997
H: -2.420 1.545 0.618  0.1652



(8)
Here is one molecule with the formula C6H12O from OMol25. Energies are from wB97M-V/def2-TZVPD.

Computed properties:
Charge: 0
Frontier orbital gap in eV: 10.588
Largest force on an atom in eV Å⁻¹: 0.29
ΔE to the lowest compared entry with this formula, charge and spin in kcal/mol: 42.4
Molecular weight in g/mol: 100.2
HOMO energy in eV: -9.53

Last column: Mulliken charge in e.
Geometry (Å):
C: 2.661 -0.308 -0.383  -0.7152
O: 1.615 0.573 -0.057  -0.3253
C: 0.631 0.088 0.840  -1.0337
C: -0.757 0.197 0.213  1.5248
C: -1.605 1.389 0.639  -1.5482
C: -0.849 -0.301 -1.201  -0.7680
C: -1.498 -1.082 -0.100  -0.7714
H: 2.384 -1.360 -0.203  0.3230
H: 3.574 -0.083 0.191  0.2707
H: 2.882 -0.193 -1.451  0.2373
H: 0.854 -0.955 1.114  0.3569
H: 0.677 0.678 1.768  0.4355
H: -0.988 2.201 1.040  0.4292
H: -2.324 1.099 1.418  0.3092
H: -2.173 1.799 -0.204  0.3258
H: 0.056 -0.704 -1.649  0.1592
H: -1.484 0.255 -1.885  0.2613
H: -1.048 -2.023 0.212  0.2488
H: -2.585 -1.064 -0.040  0.2801



> Which formula does entry 6 have?

C6H12O